1.
Below is one molecule with the formula C11H20N2O3 in a non-equilibrium geometry, with properties calculated with ωB97M-V with the def2-TZVPD basis set.

SMILES: CC(C)C[C@H](NC(=O)[C@@H]1CCCN1)C(=O)O
Gap between HOMO and LUMO (Eh): 0.354
Charge: 0
Energy above the lowest of the compared OMol25 structures with the same formula, charge and spin (kcal per mole): 0.0

The geometry in XYZ format:
```
36
C11H20N2O3 ωB97M-V with the def2-TZVPD basis set
C -1.2721 0.8478 -1.6535
C -0.9246 -0.0232 -0.4369
C -1.9224 -0.0147 -2.7368
C -0.7148 -0.4581 -3.5695
C 0.1217 0.8342 -3.6106
C 0.9262 -0.9137 0.8800
C 0.9359 -2.2938 0.2136
C 0.3036 -0.9518 2.2806
C 0.3437 0.3597 3.0828
C -0.6683 1.4246 2.6203
C 1.7529 0.9714 3.1683
H -0.1179 2.4224 -2.3243
H -1.9390 1.6281 -1.3081
H -2.4794 -0.8448 -2.3160
H -2.6085 0.6093 -3.3493
H -0.1659 -1.2592 -3.0489
H -0.9705 -0.8233 -4.5989
H 1.1817 0.6647 -3.8292
H -0.2641 1.4550 -4.4386
H 0.9724 0.5504 -0.6754
H 1.9814 -0.6215 0.9989
H -0.7385 -1.2847 2.2182
H 0.8463 -1.6924 2.8452
H 0.0655 0.0872 4.0943
H -0.7853 2.2217 3.3707
H -0.3299 1.8934 1.6615
H -1.6696 0.9582 2.4857
H 2.0711 1.3193 2.1652
H 1.7805 1.8026 3.8505
H 2.5028 0.2264 3.4882
H 1.2764 -4.0901 0.5470
N -0.0609 1.4281 -2.2817
N 0.3623 0.0589 -0.0253
O -1.7866 -0.7157 0.1145
O 0.7010 -2.5104 -0.9495
O 1.2930 -3.2660 1.0669
```

2.
Below is C19H23N3O2PdS2Te as an isolated structure in a non-equilibrium geometry, with properties calculated with ωB97M-V with the def2-TZVPD basis set.

Gap between HOMO and LUMO (spin up / spin down) (Eh): 0.123 / 0.122
Charge: +2
Energy above the lowest of the compared OMol25 structures with the same formula, charge and spin (kcal per mole): 117.2

The geometry in XYZ format:
```
51
C19H23N3O2PdS2Te ωB97M-V with the def2-TZVPD basis set
Pd -0.0606 -0.6764 -0.2082
N 2.1979 -0.3244 -0.0732
C 2.9569 -1.5210 -0.3110
C 1.9998 -2.8959 -0.2402
O 2.6330 -3.9013 -0.3194
O 0.7956 -2.6306 -0.1194
H 2.3337 0.3901 -0.7960
H 2.3629 0.0682 0.8566
H 3.7221 -1.7207 0.4396
H 3.3679 -1.5658 -1.3195
C 2.0612 4.3749 0.1804
C 0.6747 3.8355 0.2613
N 0.3078 2.6973 -0.0502
C -2.4588 3.3166 0.2036
C -2.0486 4.4998 0.6508
S -0.4520 5.1271 0.8696
C -3.6870 1.3744 -0.2536
C -4.6778 0.4783 -0.2699
S -4.7095 -1.2511 -0.3457
C -2.9712 -1.7524 -0.3711
N -2.1159 -0.8970 -0.6405
C -2.7516 -3.1940 -0.0633
H 2.7774 3.5663 0.0631
H 2.2999 4.9671 1.0609
H 2.1240 5.0317 -0.6876
H -2.7724 5.2614 0.9314
H -5.7036 0.8288 -0.1792
H -3.6836 -3.7520 -0.0309
H -2.2510 -3.2732 0.9050
H -2.0847 -3.6266 -0.8116
C -7.4363 5.4370 -0.0453
C -6.2623 4.5468 -0.0537
C -5.5457 4.2992 -1.2391
C -4.4310 3.5185 -1.2802
C -3.7086 3.2605 -2.5493
C -3.9039 2.8821 -0.0253
Te -1.4997 1.4760 -0.3760
C -4.7284 3.1356 1.1984
C -4.2989 2.5128 2.4789
C -5.8313 3.9295 1.1396
H -7.7188 5.7566 -1.0445
H -7.2259 6.3245 0.5569
H -8.2866 4.9502 0.4334
H -5.8949 4.7543 -2.1540
H -4.0341 3.9514 -3.3224
H -3.9116 2.2448 -2.8977
H -2.6263 3.3502 -2.4243
H -3.4882 1.8001 2.3416
H -5.1380 2.0109 2.9606
H -3.9646 3.2843 3.1733
H -6.4035 4.1033 2.0402
```

3.
Below is a 2-piece molecular cluster, C5H13N overall in a non-equilibrium geometry, with properties calculated with ωB97M-V with the def2-TZVPD basis set.

SMILES: C=CC.CCN
Gap between HOMO and LUMO (Eh): 0.364
Charge: 0
Energy above the lowest of the compared OMol25 structures with the same formula, charge and spin (kcal per mole): 81.4

The geometry in XYZ format:
```
19
C5H13N ωB97M-V with the def2-TZVPD basis set
C -1.6303 0.7356 -4.2004
C -1.0317 0.2794 -2.8701
C -1.0408 -0.9173 -2.1532
H -1.8695 -0.2149 -4.8014
H -0.6890 1.1467 -4.5398
H -2.1404 1.6604 -4.1315
H -0.7109 1.1811 -2.2400
H -0.0345 -0.9868 -1.5338
H -1.5446 -1.8497 -2.4309
C 1.9276 0.1526 3.7190
C 0.9296 0.1948 2.4849
N 0.2300 -0.9836 1.8659
H 2.7553 -0.5131 3.5257
H 1.4018 -0.3283 4.5442
H 2.4292 1.1309 3.8253
H 1.2820 0.8622 1.7370
H 0.2590 0.9130 2.9154
H -0.7481 -0.6207 1.8489
H 0.2253 -1.8422 2.4347
```

4.
Below is C22H25Cl3IrN4O4P as an isolated structure in a non-equilibrium geometry, with properties calculated with ωB97M-V with the def2-TZVPD basis set.

Gap between HOMO and LUMO (Eh): 0.280
Charge: 0
Energy above the lowest of the compared OMol25 structures with the same formula, charge and spin (kcal per mole): 50.1

The geometry in XYZ format:
```
60
C22H25Cl3IrN4O4P ωB97M-V with the def2-TZVPD basis set
Ir -0.4091 -0.1767 0.3217
C 2.7411 -0.1446 -0.5946
N 1.8231 0.0086 0.5118
C 2.2203 0.0067 1.7351
C 1.2816 0.1211 2.7642
C 1.4045 0.1626 4.1570
C 0.1109 0.2085 4.6606
C -0.7514 0.2010 3.5522
N -0.0462 0.1609 2.4253
C 2.5248 0.9416 -1.6231
C 1.4724 0.8484 -2.5298
C 1.2769 1.8436 -3.4770
C 2.1258 2.9409 -3.5259
C 3.1662 3.0442 -2.6146
C 3.3662 2.0463 -1.6707
H 2.5358 -1.1140 -1.0602
H 3.7774 -0.1372 -0.2445
H 3.2760 -0.0925 1.9854
H 2.3263 0.1521 4.7142
H -0.1905 0.2453 5.6932
H -1.8294 0.2413 3.5491
H 0.8203 -0.0169 -2.5096
H 0.4783 1.7399 -4.2009
H 1.9871 3.7050 -4.2791
H 3.8377 3.8917 -2.6555
H 4.1951 2.1204 -0.9765
Cl -2.8917 -2.1179 1.9591
C -3.9964 -1.6690 0.6364
Cl -5.6507 -1.9042 1.1657
Cl -3.6666 -2.7112 -0.7509
C -3.7015 -0.1231 0.3050
O -4.5585 0.6532 0.6616
O -2.5947 0.1399 -0.2898
C 0.4911 3.4145 0.1208
P -0.8969 2.2319 0.0041
C -1.7427 2.8048 -1.5053
C -1.9965 2.8384 1.3263
H 0.1145 4.4335 0.0419
H 1.2065 3.2239 -0.6794
H 0.9960 3.2815 1.0778
H -2.0906 3.8282 -1.3692
H -2.5865 2.1486 -1.7078
H -1.0496 2.7636 -2.3452
H -2.2333 3.8882 1.1523
H -1.5026 2.7333 2.2924
H -2.9165 2.2524 1.3342
C -0.6794 -4.1772 -2.5008
N -0.2700 -3.9433 -1.1267
C -0.1782 -4.9480 -0.1955
C 0.1806 -4.7113 1.0740
C 0.4595 -3.3414 1.5185
O 0.8187 -3.0635 2.6486
N 0.2752 -2.3855 0.5421
C -0.0947 -2.6528 -0.7030
O -0.2662 -1.6890 -1.4910
H -0.6538 -5.2440 -2.7078
H -0.0003 -3.6586 -3.1748
H -1.6884 -3.8000 -2.6674
H -0.4137 -5.9402 -0.5558
H 0.2565 -5.5038 1.8015
```